Record 1
44
Properties=species:S:1:pos:R:3 method="wB97M-V/def2-TZVPD" largest_force_ev_per_a=2.91 de_lowest_kcal_mol=74.9 molar_mass_g_mol=617.74 total_charge=0
Ir 0.1111 -0.1253 -0.5738
C 0.7692 -1.1980 2.5644
C 1.9198 -1.5646 1.6074
N 2.1520 -0.5591 0.5823
C 2.8186 0.6767 0.9742
C 1.8769 1.6780 1.6652
N 0.6027 1.7747 0.9580
C -0.5689 1.9167 1.8087
C -0.9585 0.5810 2.5102
N -0.3618 -0.5843 1.8706
H 1.1419 -0.5139 3.3300
H 0.4686 -2.1198 3.0796
H 1.6504 -2.4814 1.0803
H 2.8211 -1.7539 2.2104
H 2.6941 -0.9799 -0.1674
H 3.1866 1.1323 0.0517
H 3.6785 0.4894 1.6368
H 2.3894 2.6480 1.7170
H 1.6841 1.3605 2.6884
H 0.6353 2.5318 0.2865
H -1.3939 2.2174 1.1622
H -0.4277 2.6974 2.5733
H -2.0481 0.5017 2.4673
H -0.6772 0.6294 3.5700
H -1.0611 -1.2877 1.6718
S 1.6110 -0.1561 -2.6787
As 0.2990 -1.7290 -3.4270
S -0.8791 -2.1578 -1.6377
S -1.0620 -0.2383 -4.7732
S -2.9771 -0.5104 -4.5070
C -4.2075 4.3658 -2.6064
C -3.2885 3.2620 -2.1932
C -3.7254 2.1620 -1.4635
C -2.8330 1.1548 -1.1424
N -1.5488 1.1930 -1.4845
C -1.1238 2.2311 -2.2036
C -1.9476 3.2756 -2.5686
H -5.2125 4.2051 -2.2246
H -4.2504 4.4186 -3.6944
H -3.8415 5.3259 -2.2436
H -4.7586 2.0769 -1.1658
H -3.1607 0.2799 -0.5960
H -0.0892 2.2022 -2.5181
H -1.5534 4.0911 -3.1531



Record 2
70
Properties=species:S:1:pos:R:3 method="wB97M-V/def2-TZVPD" largest_force_ev_per_a=7.20 total_energy_ha=-10370.539930 molar_mass_g_mol=943.95 spin_multiplicity=10 total_charge=+1
Mn 1.0902 -5.8792 0.2594
Cr 3.1145 -3.5740 -4.3045
O -2.2533 1.7957 0.4881
C -1.2943 1.1392 0.1604
O -1.1827 -0.0093 -0.5133
B 0.2039 -0.5082 -0.5128
O 0.8901 0.5040 0.3435
C 0.1086 1.4859 0.6785
O 0.4361 2.5342 1.1824
O 0.7892 -0.6263 -1.9116
C 1.2095 -1.8405 -2.1017
O 1.7289 -2.3630 -3.0748
C 0.8627 -2.6097 -0.8289
O 0.4191 -1.8296 0.0227
O 1.0176 -3.7851 -0.5644
S 2.6378 -6.0683 -2.0316
O 2.9802 -5.6280 -0.6697
O 1.2826 -6.5202 -1.6268
O 2.5683 -4.9637 -2.9498
O 3.3330 -7.1889 -2.6360
Br -4.1537 2.0924 -3.2082
C -4.0905 0.1412 -2.7286
C -4.7859 0.0158 -1.3306
Br -4.7522 -1.8885 -0.6391
H -3.0455 -0.1658 -2.7719
H -4.6382 -0.4552 -3.4583
H -5.8325 0.3159 -1.2786
H -4.2176 0.6774 -0.6768
C 3.9270 -1.7237 0.7467
N 5.3823 -1.9144 0.7831
O 6.0955 -1.0181 0.1870
O 5.7837 -2.6420 1.6732
H 3.7149 -2.3226 -0.1389
H 3.5420 -0.7297 0.5188
H 3.4181 -2.1608 1.6058
C -1.1433 1.9204 4.5855
N -0.8509 2.3198 6.0117
O -0.3953 3.4659 6.1639
O -1.2389 1.5836 6.8845
H -0.8156 2.6196 3.8161
H -2.2315 1.9338 4.6472
H -0.6893 0.9387 4.4503
C -2.2625 4.4918 1.7458
N -2.2265 4.6901 0.2906
O -3.3046 4.6077 -0.3622
O -1.1664 4.7960 -0.1538
H -1.2473 4.5711 2.1346
H -2.7400 3.5351 1.9575
H -2.7633 5.3190 2.2487
C -3.4689 -5.2844 -1.0047
N -2.1511 -5.7988 -1.4209
O -1.1415 -5.5821 -0.7027
O -2.1277 -6.3584 -2.5196
H -3.7947 -4.4244 -1.5897
H -3.2936 -4.8894 -0.0040
H -4.1467 -6.1328 -1.0996
C 1.2027 2.3798 -3.4361
N 2.3033 1.4261 -3.2789
O 2.4508 0.6650 -4.2684
O 3.1134 1.5255 -2.3186
H 0.3793 2.0940 -4.0907
H 1.6739 3.2697 -3.8532
H 0.8352 2.5754 -2.4287
C 2.1461 4.7087 2.1191
N 2.1746 5.4659 3.4057
O 1.1502 5.6254 3.9375
O 3.1946 5.7579 3.9659
H 1.2745 5.1567 1.6420
H 2.0365 3.6399 2.3024
H 2.9750 5.1011 1.5300



Record 3
49
Properties=species:S:1:pos:R:3 method="wB97M-V/def2-TZVPD" largest_force_ev_per_a=0.18 total_energy_ha=-3833.571266 molar_mass_g_mol=697.97 total_charge=+1
Tc 0.5676 -0.2428 -1.2039
C 0.8021 -3.5887 1.7473
Si 1.8939 -2.2949 0.9844
C 2.4998 -2.9666 -0.6414
C 3.3229 -1.7447 2.0318
N 0.8436 -0.8266 0.6636
C 0.1080 -0.2517 1.6016
C 0.1310 -0.5264 3.0076
C -0.7056 0.1547 3.8224
C -1.6206 1.1299 3.3057
C -1.6668 1.4275 1.9869
C -0.7862 0.7441 1.0898
N -0.7135 0.8973 -0.2275
Si -1.9956 1.8302 -1.1657
C -1.4413 2.0760 -2.9197
C -2.3020 3.5285 -0.4634
C -3.4712 0.7127 -1.0651
H 1.3712 -4.5177 1.8343
H -0.0513 -3.7877 1.0949
H 0.4208 -3.3426 2.7366
H 2.9248 -3.9497 -0.4120
H 3.2941 -2.3911 -1.1139
H 1.7069 -3.1443 -1.3719
H 4.0082 -2.5851 2.1688
H 3.0293 -1.3922 3.0212
H 3.8766 -0.9425 1.5398
H 0.8284 -1.2439 3.4128
H -0.6858 -0.0299 4.8880
H -2.2800 1.6420 3.9934
H -2.3531 2.1730 1.6172
H -0.6736 2.8468 -3.0137
H -2.3277 2.4566 -3.4389
H -1.1211 1.1860 -3.4563
H -1.3855 3.9966 -0.0987
H -3.0559 3.5769 0.3212
H -2.6685 4.1390 -1.2938
H -3.2637 -0.2545 -1.5271
H -4.3166 1.1608 -1.5921
H -3.7750 0.5373 -0.0309
O -0.1784 -3.1367 -3.4564
Cl -0.6849 -1.8842 -3.0788
O -1.9607 -1.5825 -3.5825
O -0.7290 -1.7953 -1.5401
O 0.2843 -0.7928 -3.3648
S 4.7209 3.2596 -2.2025
Sb 3.5729 4.5011 -0.8209
S 2.8431 0.2900 -1.2726
S 1.6926 1.7591 -1.9926
S 1.4705 3.1894 -0.5221



Record 4
47
Properties=species:S:1:pos:R:3 method="wB97M-V/def2-TZVPD" largest_force_ev_per_a=0.67 de_lowest_kcal_mol=4.3 molar_mass_g_mol=409.45 total_charge=0
C 3.7616 0.9113 0.7113
C 2.8826 1.8361 1.5560
C 1.4305 1.3394 1.7010
C 0.4424 2.0630 0.7816
C 0.8845 2.2188 -0.6656
N -0.0981 2.8986 -1.5386
S 0.4689 4.4615 -2.0917
C -1.3732 3.1827 -0.8863
C -1.9276 1.9956 -0.1311
N -0.9525 1.4476 0.9010
N -0.9797 0.0143 1.0327
C -2.2323 -0.4931 1.5093
C -2.7592 0.1430 2.7652
O -2.7478 -1.4050 0.9326
C -0.4174 -0.7395 -0.1116
C 0.2543 -2.0002 0.2825
O -0.5114 -0.2752 -1.2096
H 3.6042 -0.1315 1.0011
H 3.5732 1.0036 -0.3600
H 4.8179 1.1248 0.8870
H 3.3093 1.8731 2.5618
H 2.9190 2.8612 1.1793
H 1.1055 1.5281 2.7311
H 1.3899 0.2623 1.5485
H 0.3151 3.0697 1.1969
H 1.7987 2.8146 -0.6302
H 1.1558 1.2623 -1.1107
H 1.6379 4.0424 -2.5884
H -1.3158 4.0539 -0.2101
H -2.1169 3.4348 -1.6473
H -2.2207 1.1814 -0.7873
H -2.8163 2.3303 0.4112
H -1.2932 1.7782 1.8046
H -1.9483 0.3889 3.4555
H -3.4778 -0.5316 3.2221
H -3.2713 1.0822 2.5200
H 0.0508 -2.7874 -0.4405
H 1.3318 -1.8205 0.3499
H -0.0800 -2.3231 1.2700
C -1.2568 -5.1486 -3.0934
F -0.9299 -3.9998 -3.7173
F -2.1808 -4.8348 -2.1621
F -1.8508 -5.9405 -3.9956
S 0.2202 -5.9517 -2.3349
O 0.6645 -4.9157 -1.4181
O 1.0799 -6.1792 -3.4712
O -0.3407 -7.1261 -1.7107



Record 5
84
Properties=species:S:1:pos:R:3 method="wB97M-V/def2-TZVPD" largest_force_ev_per_a=11.03 total_energy_ha=-6795.703381 molar_mass_g_mol=1092.71 total_charge=-2
Li -0.6945 0.4368 -2.1898
Li 1.2214 -1.9664 -1.4752
N 0.8018 -0.1809 -0.9592
S 0.0287 0.2847 0.5813
O -1.1283 1.1273 0.3502
O 0.7443 0.5218 1.8526
F -0.6144 -1.1282 0.9256
S 1.9686 0.7511 -0.6290
O 2.9951 0.2929 0.3559
O 1.7351 2.1936 -0.6659
F 2.6908 0.3535 -2.0450
N 2.1287 6.0960 2.8871
S 2.2095 4.5971 2.0720
O 3.5474 4.2649 1.5484
O 0.9872 4.1663 1.4054
F 2.0687 3.6677 3.3720
S 1.8216 6.7670 1.6201
O 0.4152 6.8670 1.2490
O 2.8495 6.8674 0.5421
F 2.1324 8.1492 2.3657
N 2.1019 -3.4999 -0.6348
S 3.6793 -3.3401 0.0596
O 4.6930 -4.0927 -0.5644
O 3.9543 -2.8930 1.4447
F 3.9155 -1.9956 -0.7857
S 1.6995 -4.3511 0.6486
O 1.2917 -3.5827 1.8076
O 2.3252 -5.6485 0.8589
F 0.1920 -4.8618 0.1661
N 1.1551 -2.5350 -3.2697
S -0.5113 -2.4795 -3.8153
O -0.9358 -3.4335 -4.8364
O -1.1991 -1.1749 -3.7290
F -0.9611 -3.1622 -2.4178
S 1.7080 -1.9262 -4.6266
O 1.4595 -0.4996 -4.8439
O 1.8182 -2.8572 -5.7255
F 3.1854 -1.8428 -4.0122
C 3.7473 0.0564 3.5119
C 4.6132 1.3190 3.1042
O 5.6750 1.1265 3.9479
C 5.2704 0.4508 5.0410
O 5.9087 0.3527 6.0385
O 4.2089 -0.2993 4.7856
H 3.9595 -0.7265 2.7838
H 2.6914 0.3075 3.6130
H 4.0198 2.1920 3.3759
H 4.7784 1.3859 2.0288
C -6.9719 -5.8153 -0.1047
O -5.9105 -5.0719 0.4595
C -4.7713 -4.9967 -0.0881
O -4.4913 -5.4286 -1.2002
O -4.0485 -4.2483 0.6590
C -2.6920 -4.1240 0.3721
H -6.7595 -6.8344 -0.4280
H -7.2827 -5.3831 -1.0558
H -7.7985 -5.8105 0.6058
H -2.0779 -4.8643 0.8848
H -2.4235 -3.1249 0.7152
H -2.4230 -4.0265 -0.6797
C -1.8874 2.3249 3.5544
O -2.3423 1.1051 2.9555
C -3.6133 1.1110 2.6341
O -4.4810 1.8640 3.1689
O -3.8605 0.0036 1.9625
C -5.1870 -0.4776 1.8734
H -2.1011 2.4352 4.6175
H -2.4148 3.2076 3.1929
H -0.8050 2.4331 3.4855
H -5.0735 -1.3136 1.1831
H -5.8037 0.3214 1.4619
H -5.6337 -0.7974 2.8148
C 0.7912 5.0017 -2.5296
O 0.1064 4.5356 -3.7169
C -0.2422 3.2228 -3.9549
O -0.0901 2.1328 -3.3092
O -0.8262 3.3002 -5.2356
C -1.0083 2.1848 -6.0750
H 0.8216 6.0911 -2.5485
H 1.6808 4.3728 -2.4950
H 0.3993 4.8146 -1.5298
H -2.0520 2.1443 -6.3869
H -0.7411 1.3327 -5.4500
H -0.3379 2.2600 -6.9311